Entry 1:
# C10H19FNO8S2

A molecular structure, C10H19FNO8S2 (ωB97M-V with the def2-TZVPD basis set, OMol25).

Last column: natural (NBO) charge in e.
Atoms and positions in Å:
1 S 3.09443 -1.69635 1.04347  2.320
2 S 4.53092 0.31967 2.05438  2.550
3 F 5.07826 0.47062 3.51195  -0.516
4 O 3.29252 -1.01074 -0.19891  -0.985
5 O 3.53093 -3.06139 1.10198  -0.990
6 O 3.84789 1.53464 1.83382  -0.972
7 O -2.21912 1.08191 0.69391  -0.557
8 O -4.27800 0.32779 1.24269  -0.496
9 O 0.49511 1.82915 -3.38651  -0.544
10 O 5.67821 0.06655 1.27320  -0.956
11 O -2.47751 -0.90343 1.71967  -0.484
12 N 3.59997 -0.90853 2.35746  -1.253
13 C -0.23683 2.97019 -2.99176  -0.050
14 C 1.31804 -1.74986 1.30835  -0.664
15 C 0.24193 -0.42963 -0.61568  -0.397
16 C -0.36450 3.10190 -1.48627  -0.652
17 C -4.76879 -0.94636 1.66569  -0.099
18 C -3.57133 -1.53316 2.38614  -0.098
19 C 0.86065 -0.15733 -1.99757  -0.432
20 C -2.91959 0.25619 1.17048  0.968
21 C -0.05379 0.57886 -2.97883  -0.067
22 C 0.59388 -1.80855 -0.03213  -0.400
23 H 1.20847 -2.35069 -0.74037  0.218
24 H 0.55223 2.79587 -1.00424  0.227
25 H -0.59598 4.12056 -1.19721  0.203
26 H -3.54375 -1.26054 3.44275  0.185
27 H -1.16586 2.46465 -1.14145  0.218
28 H -5.63900 -0.82576 2.30579  0.198
29 H -3.50089 -2.61380 2.29496  0.203
30 H 1.09766 -2.65382 1.85661  0.223
31 H -1.22459 2.95747 -3.45600  0.144
32 H 1.21512 -1.06665 -2.46350  0.198
33 H -0.12118 -0.01673 -3.88626  0.167
34 H 1.00819 -0.89202 1.88740  0.231
35 H 0.32264 3.81653 -3.37061  0.175
36 H -0.82764 -0.32589 -0.69937  0.189
37 H 1.73650 0.46020 -1.86429  0.245
38 H 0.62644 0.31325 0.06604  0.218
39 H -5.04997 -1.52569 0.78415  0.182
40 H -0.30235 -2.40348 0.11205  0.187
41 H -1.06932 0.67439 -2.60197  0.159

Orbital gap in eV: 7.555
Net charge: -1
HOMO in eV: -5.49

=====

Entry 2:
# C10H19IO4S3

A molecular structure, C10H19IO4S3 (ωB97M-V with the def2-TZVPD basis set, OMol25).

Last column: natural (NBO) charge in e.
Atoms and positions in Å:
1 I -1.44236 1.77502 -2.39796  0.137
2 S 2.05170 1.09061 1.57009  1.766
3 S -1.20879 0.66636 4.64527  -0.051
4 S 1.56796 2.52616 -1.62284  0.018
5 O 0.40627 1.07342 1.46504  -0.742
6 O 0.47157 -0.56446 -2.29876  -0.553
7 O 2.26410 -0.34218 0.84307  -0.699
8 O 2.30954 0.79862 2.94983  -0.905
9 C -1.97930 2.00105 2.29534  -0.417
10 C -0.20543 1.91451 0.46755  0.035
11 C -1.69549 1.83159 0.78436  -0.420
12 C 2.04341 -0.33182 -0.57830  -0.114
13 C 0.09030 -2.95535 -1.84101  -0.441
14 C -2.09697 0.67366 3.05530  -0.515
15 C 0.60835 -0.01587 -1.01255  -0.017
16 C 0.21225 1.48692 -0.98131  -0.242
17 C 1.42705 -3.37124 -2.47753  -0.628
18 C -0.45529 -1.64520 -2.38087  -0.057
19 H -1.69670 -0.15238 2.47110  0.222
20 H 1.42065 3.55457 -0.78342  0.127
21 H 1.93130 -2.51563 -2.92077  0.216
22 H -1.22424 2.62903 2.76470  0.221
23 H 2.77979 0.30788 -1.05926  0.206
24 H -0.65827 -3.71578 -2.07799  0.216
25 H -0.69650 -1.74653 -3.43784  0.198
26 H -0.05572 -0.52490 -0.30536  0.209
27 H -3.14083 0.43566 3.24918  0.217
28 H -2.22451 2.61402 0.25251  0.233
29 H 0.14717 -2.94222 -0.75114  0.202
30 H -2.07408 0.85758 0.47056  0.210
31 H -1.37194 -1.35637 -1.85855  0.179
32 H 0.10804 2.94635 0.63423  0.191
33 H -2.92285 2.54056 2.39139  0.211
34 H -0.28386 -0.24504 4.34067  0.138
35 H 2.08249 -3.81470 -1.72823  0.214
36 H 2.23191 -1.35318 -0.89365  0.223
37 H 1.27927 -4.13069 -3.24287  0.214

Orbital gap in eV: 8.752
Net charge: 0
HOMO in eV: -8.79

=====

Entry 3:
# C10H19IrNO4S2

A molecular structure, C10H19IrNO4S2 (ωB97M-V with the def2-TZVPD basis set, OMol25).

Last column: Löwdin spin population.
Atoms and positions in Å:
1 Ir 0.48165 0.01370 0.35167  2.530
2 S -0.55603 -2.20313 0.42905  0.259
3 S -0.63271 2.16888 0.34490  0.262
4 O 2.27402 0.08587 3.71075  0.044
5 O 4.06182 0.15636 1.54709  0.021
6 O 0.51349 0.03113 2.38379  0.298
7 O 2.42608 0.00788 -0.04644  0.287
8 N -0.33218 -0.01646 -1.52196  0.089
9 C 1.83690 0.06500 2.59536  0.005
10 C 2.91673 0.08623 1.23828  0.012
11 C 0.82286 3.12196 0.90488  0.033
12 C -3.79706 -0.07938 0.72555  0.009
13 C -0.50681 -2.43964 -1.39351  0.020
14 C 1.00295 -3.05101 0.86581  0.033
15 C -0.45118 2.39880 -1.46828  0.022
16 C 0.14140 1.20836 -2.20612  0.015
17 C 0.11003 -1.29545 -2.16622  0.016
18 C -3.17798 -0.04136 1.93576  0.002
19 H 0.88314 2.99476 1.99207  0.000
20 H 0.16476 3.28833 -1.61787  0.001
21 H 1.72731 2.73338 0.41876  0.003
22 H 0.04938 -3.35859 -1.56961  0.002
23 H 1.24442 1.18458 -2.10979  0.001
24 H -3.58939 0.79511 0.02953  0.000
25 H -2.54511 0.84401 2.27131  0.000
26 H -2.50950 -0.88365 2.30614  0.000
27 H 0.94416 -4.10126 0.56474  0.006
28 H -0.18264 1.15364 -3.25263  0.001
29 H 1.09963 -2.98112 1.95544  0.000
30 H -1.54668 -2.63707 -1.68602  0.002
31 H 1.21219 -1.28220 -2.07057  0.001
32 H -0.21663 -1.25956 -3.21057  0.002
33 H -1.36626 -0.01158 -1.52611  0.011
34 H -3.56369 -0.97978 0.07175  0.000
35 H -1.45972 2.64804 -1.83465  0.002
36 H 1.84245 -2.54566 0.37166  0.004
37 H 0.67819 4.18086 0.66601  0.007

Orbital gap (alpha / beta) in eV: 7.480 / 6.519
Net charge: +1
HOMO (alpha / beta) in eV: -10.61 / -12.76
2S+1: 5
Expectation value of S²: 6.014

=====

Which value of net charge does entry 3 give? +1